DFT (ωB97M-V/def2-TZVPD) results for C25H34BrCaClFKN5O4P3 as an isolated structure.

Geometry as ORCA input:
```
! wB97M-V def2-TZVPD RIJCOSX def2/J DEFGRID3
* xyz 0 1
C -1.38 -0.12 0.77
P -2.53 -1.60 0.60
O -2.44 -2.51 2.04
N -1.83 -2.67 -0.65
C -0.49 -3.07 -0.46
C 0.22 -3.96 -1.48
P 2.01 -4.62 -1.34
O 2.82 -3.99 -0.19
C -0.53 -4.37 -2.68
C -1.93 -3.90 -2.80
C -2.58 -3.05 -1.79
P -4.35 -2.55 -2.19
N -5.34 -2.45 -0.78
O -4.95 -3.91 -3.02
H -0.90 -0.07 1.78
H -2.03 0.78 0.59
H -0.59 -0.24 -0.02
H -1.76 -2.15 2.63
H 0.04 -2.73 0.49
H 2.64 -4.55 -2.61
H 1.91 -6.01 -1.03
H -0.07 -5.02 -3.45
H -2.50 -4.19 -3.71
H -5.03 -3.04 -0.01
H -5.43 -1.48 -0.47
H -4.87 -4.65 -2.38
N -1.77 3.11 1.92
C -1.62 4.42 1.65
C -1.73 5.41 2.61
C -2.03 5.04 3.91
C -2.19 3.69 4.21
C -2.05 2.78 3.18
H -1.40 4.66 0.62
H -1.60 6.45 2.35
H -2.12 5.78 4.69
H -2.42 3.37 5.21
H -2.17 1.71 3.36
C -3.29 -7.47 -1.66
C -1.90 -7.30 -2.15
N -0.83 -7.16 -2.52
H -3.57 -6.63 -1.03
H -3.97 -7.53 -2.50
H -3.36 -8.39 -1.08
C -5.53 4.74 3.88
O -5.88 5.91 4.40
H -4.51 4.67 3.44
H -5.52 3.86 4.56
H -6.15 4.35 3.04
K 2.56 -2.13 -0.74
C 6.87 2.01 1.98
C 8.20 1.70 1.60
C 8.45 0.68 0.67
C 7.39 -0.01 0.11
C 6.07 0.30 0.48
C 5.82 1.31 1.42
H 6.68 2.79 2.70
H 9.03 2.25 2.04
H 9.47 0.44 0.38
H 7.58 -0.79 -0.62
H 5.25 -0.24 0.05
H 4.81 1.54 1.71
Br 5.58 0.49 -1.97
Ca 8.61 3.66 0.01
N 0.57 2.98 -1.55
C 1.05 2.96 -2.81
C 0.26 2.79 -3.94
C -1.10 2.63 -3.76
C -1.62 2.64 -2.48
C -0.74 2.82 -1.41
H 2.13 3.09 -2.90
H 0.70 2.78 -4.93
H -1.75 2.50 -4.62
H -2.68 2.52 -2.30
H -1.11 2.84 -0.39
F 1.12 5.14 -2.40
Cl 8.38 0.94 3.74
*
```

Results
**Orbital gap**: 0.047 Ha
**DFT total energy**: -190013.350 eV
**LUMO level**: -3.71 eV
**HOMO energy**: -5.0 eV